[1]
ORCA calculation (ωB97M-V with the def2-TZVPD basis set) on 2 unconnected molecules or ions with the total composition C7H7NOS.

Each line ends with the Mulliken charge.
CARTESIAN COORDINATES (ANGSTROEM)
S: -2.52 1.08 -0.25  0.022
O: -0.53 -0.54 -0.45  -0.526
N: 1.69 -1.24 -0.28  -0.526
C: -3.38 -0.19 0.47  0.005
C: -4.39 -0.79 -0.20  -0.522
C: 0.69 -0.32 -0.24  0.602
C: 3.46 0.33 0.14  -0.392
C: 2.95 -0.99 -0.05  -0.147
C: 2.49 1.35 -0.01  -0.249
C: 1.13 1.04 -0.16  -0.243
H: 4.60 0.56 0.43  0.226
H: -4.59 -0.61 -1.18  0.334
H: 3.58 -1.86 -0.01  0.414
H: -3.30 -0.55 1.52  0.273
H: -4.91 -1.51 0.32  0.255
H: 0.37 1.78 -0.05  0.199
H: 2.67 2.47 0.02  0.274

**Charge**: 0
**Calculated total energy**: -21739.97113 eV
**HOMO-LUMO gap (spin up / spin down)**: 4.2 / 4.5 eV
**Relative energy (zero: lowest compared OMol25 entry of this formula, charge and spin)**: 4.311 eV

=====

[2]
ORCA calculation (ωB97M-V with the def2-TZVPD basis set) on a molecular structure, C7H7NS.

Each line ends with the Mulliken charge.
CARTESIAN COORDINATES (ANGSTROEM)
S: 0.87 -2.83 0.24  -0.053
N: 0.59 1.36 -1.69  -0.536
C: 0.58 -1.05 -1.25  0.180
C: 0.32 1.79 -0.33  -0.468
C: -0.71 0.91 0.48  -0.695
C: 1.33 -2.19 -1.32  -0.437
C: -0.34 -1.56 0.17  -0.188
C: -0.25 -0.46 1.12  -0.494
C: 0.74 0.16 -1.92  0.318
H: -1.39 -1.94 -0.05  0.429
H: 0.65 -0.24 1.68  0.385
H: -1.06 -0.68 2.01  0.248
H: -1.00 1.70 1.22  0.345
H: 1.29 1.80 0.30  0.279
H: -1.47 0.54 -0.33  0.282
H: -0.13 2.69 -0.33  0.407

**Charge**: 0
**Calculated total energy**: -19690.55944 eV
**HOMO-LUMO gap (spin up / spin down)**: 7.4 / 6.4 eV
**Relative energy (zero: lowest compared OMol25 entry of this formula, charge and spin)**: 5.936 eV

=====

[3]
ORCA calculation (ωB97M-V with the def2-TZVPD basis set) on 2 unconnected molecules or ions with the total composition C7H7NS.

Each line ends with the Mulliken charge.
CARTESIAN COORDINATES (ANGSTROEM)
S: 3.74 -0.60 0.71  -0.079
N: -0.73 -0.91 2.89  -0.520
C: -0.59 -0.57 1.79  0.129
C: -1.39 2.36 -1.23  -0.786
C: 2.37 -0.49 0.02  -0.052
C: -0.93 1.65 -0.26  -0.265
C: 0.44 -1.83 0.11  -1.286
C: -0.37 0.35 -0.45  -0.013
C: -0.26 -0.55 0.47  0.704
H: -1.26 1.87 -2.20  0.206
H: -0.07 0.22 -1.45  0.344
H: -0.08 -2.57 0.75  0.445
H: 1.55 -2.10 0.27  0.175
H: -1.75 3.37 -1.24  0.301
H: 0.34 -2.11 -0.93  0.342
H: -1.01 1.89 0.75  0.355

**Charge**: 0
**Calculated total energy**: -19692.29815 eV
**HOMO-LUMO gap**: 8.9 eV
**Relative energy (zero: lowest compared OMol25 entry of this formula, charge and spin)**: 4.197 eV

=====

[4]
ORCA calculation (ωB97M-V with the def2-TZVPD basis set) on C7H7NS in the gas phase.

Each line ends with the Mulliken charge.
CARTESIAN COORDINATES (ANGSTROEM)
S: 0.50 2.85 1.56  -0.182
N: 2.49 0.22 0.66  -0.450
C: 1.46 0.72 0.56  -0.004
C: -0.55 -1.69 0.95  -0.615
C: -0.40 -1.03 -1.39  -0.318
C: 0.32 1.57 0.35  0.491
C: -0.03 -1.86 -0.30  -0.277
C: -0.62 1.33 -0.57  -0.428
C: -0.75 0.26 -1.49  -0.167
H: -0.37 -1.66 -2.28  0.323
H: -0.15 -2.14 1.88  0.268
H: -1.40 -0.98 1.28  0.287
H: -1.20 0.78 -2.32  0.275
H: 0.73 -2.61 -0.33  0.326
H: -1.10 2.22 -0.93  0.305
H: 1.04 2.05 2.37  0.166

**Spin multiplicity**: 3
**Charge**: 0
**Calculated total energy**: -19692.10570 eV
**HOMO-LUMO gap (spin up / spin down)**: 7.0 / 6.8 eV
**Expectation value of S²**: 2.024
**Relative energy (zero: lowest compared OMol25 entry of this formula, charge and spin)**: 1.593 eV

=====

[5]
ORCA calculation (ωB97M-V with the def2-TZVPD basis set) on C7H7NS2 in the gas phase.

Each line ends with the Mulliken charge.
CARTESIAN COORDINATES (ANGSTROEM)
S: 2.41 -2.13 1.97  0.184
S: -0.13 2.17 -0.27  -0.165
N: 0.93 -2.43 1.60  -0.494
C: -2.17 1.37 -1.57  -0.442
C: 3.07 -0.89 1.04  -0.754
C: 0.21 -0.39 0.61  -0.748
C: 0.09 -1.73 0.81  -0.178
C: -1.78 0.22 -0.87  -0.491
C: -0.64 0.47 -0.14  0.407
C: -1.47 2.45 -1.26  -0.265
H: -0.79 -2.31 0.46  0.321
H: 2.34 -0.42 0.38  0.465
H: 0.90 0.11 1.15  0.813
H: -2.50 -0.62 -0.77  0.301
H: 4.07 -0.73 0.93  0.365
H: -2.83 1.35 -2.40  0.390
H: -1.69 3.51 -1.69  0.290

**Charge**: 0
**Calculated total energy**: -30529.22053 eV
**HOMO-LUMO gap**: 6.7 eV
**Relative energy (zero: lowest compared OMol25 entry of this formula, charge and spin)**: 3.994 eV

=====

[6]
ORCA calculation (ωB97M-V with the def2-TZVPD basis set) on a gas-phase ion, C7H7O4S (charge -1).

Each line ends with the Mulliken charge.
CARTESIAN COORDINATES (ANGSTROEM)
S: -2.66 0.03 -0.59  0.434
O: 0.46 -2.12 -0.17  -0.751
O: 0.37 2.57 0.29  -0.629
O: 2.55 1.36 -1.25  -0.612
O: -4.02 -0.25 -0.10  -0.664
C: 2.02 0.44 -0.64  0.421
C: 0.55 0.26 -0.37  -0.194
C: -1.57 -1.07 0.35  -0.933
C: -1.87 1.42 0.24  -0.603
C: -0.09 -0.99 -0.18  0.997
C: 2.87 -0.79 -0.21  -1.161
C: -0.09 1.49 -0.02  0.404
H: 2.42 -1.06 0.70  0.366
H: -2.36 2.48 0.06  0.336
H: 3.99 -0.62 -0.35  0.292
H: 2.59 -1.51 -0.96  0.290
H: -1.80 -2.11 0.43  0.475
H: -1.87 1.21 1.42  0.204
H: -1.48 -0.75 1.34  0.328

**Charge**: -1
**Calculated total energy**: -26397.30396 eV
**HOMO-LUMO gap**: 8.3 eV
**Relative energy (zero: lowest compared OMol25 entry of this formula, charge and spin)**: 0.014 eV